A single C3H7NOS molecule, computed with wB97M-V/def2-TZVPD.

For the LUMO energy, the calculation gives 0.49 eV. The structure (SMILES) is C[C@H](O)/C=N/S. For the energy above the lowest of the compared OMol25 structures with the same formula, charge and spin, the calculation gives 63.97 kcal/mol. The frontier orbital gap is 9.5 eV.

Geometry as ORCA input:
```
! RIJCOSX wB97M-V def2-TZVPD def2/J DEFGRID3
* xyz 0 1
C 1.707 -0.647 0.419
C 0.725 0.126 -0.510
O 0.929 1.436 -0.132
C -0.741 -0.334 -0.415
N -1.473 0.543 0.298
S -3.140 0.003 -0.042
H 1.478 -1.740 0.221
H 1.540 -0.491 1.536
H 2.668 -0.354 0.204
H 1.052 -0.200 -1.506
H 0.036 1.896 0.054
H -1.070 -1.290 -0.912
H -3.711 1.053 0.785
*
```



A molecular structure, C3H7NOS, computed with wB97M-V/def2-TZVPD.

For the LUMO energy, the calculation gives -0.12 eV. For the energy above the lowest of the compared OMol25 structures with the same formula, charge and spin, the calculation gives 196.26 kcal/mol. The frontier orbital gap is 8.3 eV.

Geometry as ORCA input:
```
! RIJCOSX wB97M-V def2-TZVPD def2/J DEFGRID3
* xyz 0 1
C -1.740 1.570 1.274
C -0.399 0.142 0.395
C 2.120 -1.905 -1.851
H -0.706 2.633 1.305
H -2.645 2.125 1.185
H -1.644 0.744 2.314
H -0.443 -0.754 1.076
H 0.501 0.869 0.821
H 2.696 -1.231 -2.876
H 2.721 -2.875 -1.636
N 0.983 -1.975 -0.839
O -1.551 0.999 0.028
S 0.109 -0.342 -1.196
*
```



A molecular structure, C3H7NOS, computed with wB97M-V/def2-TZVPD.

For the LUMO energy, the calculation gives 0.64 eV. For the energy above the lowest of the compared OMol25 structures with the same formula, charge and spin, the calculation gives 125.22 kcal/mol. The frontier orbital gap is 9.9 eV.

Geometry as ORCA input:
```
! RIJCOSX wB97M-V def2-TZVPD def2/J DEFGRID3
* xyz 0 1
C 1.133 0.927 -0.338
C 0.927 -1.212 -0.623
C -0.861 0.020 0.725
N 0.514 -0.144 0.295
O 3.494 -0.265 -0.109
S 2.395 -0.118 -1.133
H 0.303 1.829 -1.482
H 1.417 1.871 0.156
H 1.049 -2.102 0.016
H 0.381 -1.441 -1.641
H -1.603 0.720 0.083
H -1.400 -0.969 0.749
H -0.853 0.427 1.835
*
```



A single C3H7NOS molecule, computed with wB97M-V/def2-TZVPD.

For the LUMO energy, the calculation gives 0.90 eV. The structure (SMILES) is CO/N=C\CS. For the energy above the lowest of the compared OMol25 structures with the same formula, charge and spin, the calculation gives 67.64 kcal/mol. The frontier orbital gap is 10.1 eV.

Geometry as ORCA input:
```
! RIJCOSX wB97M-V def2-TZVPD def2/J DEFGRID3
* xyz 0 1
C 0.635 -0.955 -2.445
O -0.142 -0.302 -1.440
N -0.404 -1.316 -0.535
C -0.773 -0.841 0.566
C -0.935 0.641 0.877
S 0.651 1.278 1.625
H 0.841 -0.222 -3.236
H 1.590 -1.343 -2.077
H 0.113 -1.783 -2.868
H -0.938 -1.579 1.351
H -1.704 0.691 1.668
H -1.155 1.151 -0.022
H 1.235 1.194 0.453
*
```



2 unconnected molecules or ions with the total composition C3H7NOS2, computed with wB97M-V/def2-TZVPD.

For the LUMO energy (spin up / spin down), the calculation gives -2.44 / -2.56 eV. For the energy above the lowest of the compared OMol25 structures with the same formula, charge and spin, the calculation gives 158.71 kcal/mol. The frontier orbital gap (spin up / spin down) is 6.0 / 5.9 eV.

Geometry as ORCA input:
```
! RIJCOSX wB97M-V def2-TZVPD def2/J DEFGRID3
* xyz 0 1
C 0.123 -0.804 -0.094
C -2.024 -1.421 -0.044
C 1.493 1.727 0.520
N 1.360 -0.785 -0.490
O -0.725 -1.666 -0.607
S -1.683 2.237 -0.279
S 2.488 0.416 -0.153
H -2.421 -0.422 -0.340
H -1.895 -1.399 1.069
H -2.618 -2.226 -0.369
H 1.501 1.340 1.540
H 0.553 1.678 0.045
H 2.048 2.674 0.540
H 1.800 -1.349 -1.337
*
```



A molecular structure, C3H7NOS2, computed with wB97M-V/def2-TZVPD.

For the LUMO energy (spin up / spin down), the calculation gives -1.31 / -1.31 eV. For the energy above the lowest of the compared OMol25 structures with the same formula, charge and spin, the calculation gives 183.27 kcal/mol. The frontier orbital gap (spin up / spin down) is 7.7 / 7.7 eV.

Geometry as ORCA input:
```
! RIJCOSX wB97M-V def2-TZVPD def2/J DEFGRID3
* xyz 0 1
C 0.193 0.012 -0.356
C -1.619 -1.030 -2.185
C 0.763 0.193 2.135
N 1.530 2.153 0.264
O -0.767 -1.353 0.443
S -0.631 0.426 -1.755
S 1.532 0.634 0.501
H -2.002 -0.779 -3.144
H -2.400 -1.286 -1.427
H -0.927 -1.932 -2.073
H 1.327 0.572 3.004
H 0.712 -0.891 2.136
H -0.193 0.644 2.297
H 2.481 2.638 0.160
*
```



A single C3H7NOS2 molecule, computed with wB97M-V/def2-TZVPD.

For the LUMO energy, the calculation gives 0.43 eV. The structure (SMILES) is CCC(=O)N(S)S. For the energy above the lowest of the compared OMol25 structures with the same formula, charge and spin, the calculation gives 46.96 kcal/mol. The frontier orbital gap is 9.5 eV.

Geometry as ORCA input:
```
! RIJCOSX wB97M-V def2-TZVPD def2/J DEFGRID3
* xyz 0 1
C 2.132 0.288 0.039
C 0.851 -0.331 0.181
C -0.385 0.580 0.306
O -0.345 1.756 0.581
N -1.625 0.011 0.216
S -1.822 -1.626 0.381
S -3.006 1.034 0.100
H 2.505 0.843 0.969
H 2.239 0.958 -0.816
H 2.884 -0.420 -0.150
H 0.839 -1.013 1.108
H 0.581 -0.835 -0.741
H -1.877 -2.055 -0.966
H -2.971 0.810 -1.210
*
```



4 unconnected molecules or ions with the total composition C3H7NOSi, computed with wB97M-V/def2-TZVPD.

For the LUMO energy, the calculation gives -0.02 eV. For the energy above the lowest of the compared OMol25 structures with the same formula, charge and spin, the calculation gives 79.99 kcal/mol. The frontier orbital gap is 10.1 eV.

Geometry as ORCA input:
```
! RIJCOSX wB97M-V def2-TZVPD def2/J DEFGRID3
* xyz 0 1
C 0.098 1.413 0.147
C -0.431 1.404 1.363
C -0.642 0.324 2.184
N -0.673 -0.608 2.842
O 1.630 -1.850 0.027
Si 0.514 -2.619 0.782
H 0.311 2.178 -0.600
H 0.633 0.540 -0.295
H -0.843 2.418 1.628
H -0.558 1.369 -5.736
H -0.933 -2.811 0.770
H 1.267 -3.372 1.837
H -0.373 1.613 -4.948
*
```